15
Properties=species:S:1:pos:R:3:lowdin_charge:R:1 method="wB97M-V/def2-TZVPD" orbital_gap_ev=9.8363 smiles="C=[NH+][O-].c1c[nH]cn1"
C -2.18152 0.96489 -0.07364 -0.17
C -2.80743 -0.18195 0.32042 -0.12
C -0.79377 -0.60570 -0.40219 -0.22
C 3.26576 0.79383 0.26740 0.05
N -0.92627 0.68545 -0.51940 0.04
N -1.90737 -1.18405 0.10317 0.05
N 2.40653 -0.05535 -0.17290 -0.24
O 2.32153 -1.27578 0.09784 -0.12
H -2.55333 1.96873 -0.06089 0.09
H -3.78491 -0.36684 0.71597 0.10
H 4.02348 0.47945 0.96501 0.08
H 3.22099 1.81147 -0.06708 0.07
H 0.06739 -1.18630 -0.65830 0.09
H -2.03547 -2.16284 0.30287 0.15
H 1.68439 0.31498 -0.81829 0.14